(1)
A single C5H8O2 molecule, computed with ωB97M-V/def2-TZVPD.

Last column: Mulliken charge in e.
Geometry (Å):
C -1.314 0.842 0.642  -1.226
C 1.567 0.243 -0.320  0.727
C -0.718 -0.275 -0.147  0.904
C 0.907 -0.741 0.518  -0.848
C -1.379 -1.124 -0.918  -0.978
O 0.887 0.792 -1.200  -0.558
O 2.724 0.760 0.106  -0.463
H 2.964 1.516 -0.455  0.347
H -0.776 1.771 0.451  0.305
H -1.264 0.637 1.713  0.274
H -2.358 0.985 0.359  0.383
H 0.964 -1.733 0.085  0.305
H 1.146 -0.658 1.576  0.298
H -0.891 -1.904 -1.480  0.264
H -2.459 -1.111 -0.930  0.264

Properties
Frontier orbital gap: 9.292 eV
Multiplicity: 1
HOMO: -8.62 eV
M: 100.12 g/mol
SMILES string: C=C(C)CC(=O)O
Total charge: 0

=====

(2)
A molecular structure, C5H8O2, computed with ωB97M-V/def2-TZVPD.

Last column: Mulliken charge in e.
Geometry (Å):
C 1.841 -0.152 0.643  -1.375
C 0.575 0.162 -0.083  0.979
C -0.138 -0.785 -1.014  -0.909
C -0.863 -0.155 0.149  0.442
O -1.439 -0.850 1.191  -0.520
C -1.126 1.296 -0.234  -0.483
O 0.288 1.509 -0.469  -0.463
H 2.708 0.023 -0.005  0.344
H 1.834 -1.209 0.929  0.309
H 1.950 0.454 1.546  0.312
H -0.363 -0.462 -2.029  0.218
H 0.114 -1.835 -0.887  0.290
H -2.163 -1.382 0.837  0.344
H -1.721 1.449 -1.143  0.227
H -1.498 1.937 0.570  0.283

Properties
Frontier orbital gap: 9.871 eV
Multiplicity: 1
HOMO: -9.11 eV
M: 100.12 g/mol
Total charge: 0

=====

(3)
A single C5H8O2 molecule, computed with ωB97M-V/def2-TZVPD.

Last column: Mulliken charge in e.
Geometry (Å):
C 2.136 0.139 0.279  -0.699
C 0.976 0.072 -0.379  0.427
C -0.213 1.113 -0.534  -0.645
C -1.491 0.699 0.121  -0.396
C -0.483 -1.496 0.091  -0.405
H 2.822 -0.793 0.211  0.246
H 2.224 0.938 0.963  0.295
H -0.436 1.233 -1.594  0.275
H 0.123 2.084 -0.299  0.427
H -2.442 1.121 -0.174  0.284
H -1.462 0.819 1.215  0.264
H 0.009 -1.452 1.061  0.468
H -0.684 -2.554 -0.114  0.235
O -1.644 -0.740 -0.082  -0.367
O 0.567 -1.184 -0.763  -0.407

Properties
Frontier orbital gap: 10.346 eV
Multiplicity: 1
HOMO: -9.38 eV
M: 100.12 g/mol
SMILES string: C=C1CCOCO1
Total charge: 0

=====

(4)
A single C5H8O2 molecule, computed with ωB97M-V/def2-TZVPD.

Last column: Mulliken charge in e.
Geometry (Å):
C -1.408 1.091 -0.424  -1.468
C -0.654 -0.185 -0.145  0.682
C 0.217 -0.713 -1.207  -0.491
O 1.141 -1.406 -0.669  -0.224
C 1.090 -1.405 0.720  -0.697
C 0.359 -0.136 1.009  -0.083
O 1.214 1.008 0.865  -0.553
H -1.972 1.019 -1.359  0.403
H -0.701 1.921 -0.486  0.297
H -2.104 1.300 0.392  0.366
H -1.323 -1.041 0.100  0.254
H 0.124 -0.678 -2.284  0.431
H 2.116 -1.464 1.067  0.308
H -0.135 -0.027 1.977  0.408
H 2.038 0.718 0.444  0.366

Properties
Frontier orbital gap (spin up / spin down): 7.612 / 8.326 eV
Multiplicity: 1
HOMO (spin up / spin down): -7.39 / -7.84 eV
M: 100.12 g/mol
Total charge: 0

=====

Calculated E, -345.723321, -345.715571, -345.716886, -345.670325 hartree (same order as the records).
Calculated energy relative to the best compared isomer or geometry (same formula, charge and spin), 51.2, 56.1, 55.3, 84.5 kcal/mol (same order as the records).